Record 1
C25H26N3O6V | the ωB97M-V functional and the def2-TZVPD basis

As for the strongest force on any atom: 2.413 eV/A. The calculation puts the total energy at -2528.0832 Eh. The gap between HOMO and LUMO (spin up / spin down) is 7.73 / 7.88 eV. The spin multiplicity is 3. The value obtained for the LUMO energy (spin up / spin down) is -0.2 / -0.3 eV.

Atoms and positions in Å:
V1 -0.02 0.46 0.06
C1 -0.52 4.63 -0.67
O1 0.84 4.85 -1.00
C2 1.81 3.90 -0.86
C3 3.04 4.30 -1.35
C4 4.17 3.49 -1.27
C5 4.07 2.26 -0.66
C6 2.83 1.81 -0.18
C7 2.79 0.56 0.53
N1 1.66 -0.02 0.77
N2 1.61 -1.05 1.68
C8 0.38 -1.15 2.11
O2 -0.56 -0.37 1.63
C9 0.07 -2.12 3.18
C10 1.09 -2.90 3.73
C11 0.79 -3.80 4.75
C12 -0.51 -3.92 5.21
C13 -1.52 -3.14 4.67
C14 -1.23 -2.24 3.65
C15 1.66 2.61 -0.28
O3 0.49 2.20 0.18
H1 -1.02 5.56 -0.93
H2 -0.66 4.42 0.39
H3 -0.95 3.82 -1.26
H4 3.09 5.27 -1.82
H5 5.12 3.83 -1.66
H6 4.94 1.62 -0.56
H7 3.70 0.14 0.93
H8 2.09 -2.79 3.36
H9 1.58 -4.41 5.17
H10 -0.74 -4.62 6.01
H11 -2.54 -3.23 5.02
H12 -2.00 -1.62 3.22
C16 2.15 -2.16 -2.01
C17 0.64 -1.97 -2.09
C18 0.00 -3.02 -2.99
O4 0.04 -1.98 -0.78
C19 0.41 -0.54 -2.66
O5 0.44 -0.34 -3.85
O6 0.21 0.36 -1.74
H13 2.39 -3.14 -1.59
H14 2.60 -1.39 -1.38
H15 2.59 -2.08 -3.00
H16 0.44 -4.00 -2.83
H17 0.15 -2.72 -4.03
H18 -1.07 -3.08 -2.80
H19 0.52 -2.61 -0.23
N3 -2.17 1.24 -0.54
C20 -3.35 0.55 -0.96
C21 -3.23 -0.71 -1.54
C22 -4.36 -1.37 -2.00
C23 -5.61 -0.78 -1.87
C24 -5.73 0.46 -1.26
C25 -4.61 1.13 -0.81
H20 -2.39 2.07 0.00
H21 -1.64 1.53 -1.36
H22 -2.25 -1.16 -1.61
H23 -4.26 -2.34 -2.45
H24 -6.49 -1.30 -2.23
H25 -6.71 0.92 -1.16
H26 -4.71 2.10 -0.35

Record 2
C28H35B2Cl5F4N12O7Y | the ωB97M-V functional and the def2-TZVPD basis

The relative energy (zero: lowest compared OMol25 entry of this formula, charge and spin) comes out at 4.118 eV. As for the strongest force on any atom: 1.167 eV/A. The calculation puts the total energy at -5060.2014 Eh. The net charge is +1. The gap between HOMO and LUMO (spin up / spin down) is 6.24 / 5.61 eV. The value obtained for the LUMO energy (spin up / spin down) is -4.9 / -5.6 eV.

Atoms and positions in Å:
Y1 1.86 0.34 0.10
C1 1.97 -4.24 1.90
C2 2.23 -2.80 1.67
N1 1.26 -1.89 1.55
O1 0.07 -2.38 1.63
B1 -1.09 -1.36 2.12
F1 -2.24 -1.97 1.74
F2 -0.86 -1.33 3.48
O2 -1.00 -0.06 1.49
N2 0.15 0.63 1.81
C3 0.18 1.29 2.91
C4 -0.97 1.51 3.82
C5 1.55 1.76 3.28
N3 2.46 1.35 2.49
O3 3.72 1.62 2.92
B2 4.68 1.20 1.90
F3 5.94 1.55 2.21
F4 4.21 1.59 0.65
O4 4.72 -0.39 1.84
N4 3.60 -0.92 1.49
C6 3.54 -2.24 1.70
C7 4.74 -3.06 1.99
C8 1.83 2.52 4.53
H1 0.93 -4.42 2.15
H2 2.61 -4.62 2.69
H3 2.23 -4.78 0.98
H4 -1.88 1.12 3.39
H5 -1.07 2.58 4.01
H6 -0.79 1.02 4.78
H7 5.65 -2.48 1.92
H8 4.78 -3.89 1.27
H9 4.67 -3.50 2.99
H10 0.92 2.88 5.00
H11 2.49 3.36 4.30
H12 2.37 1.88 5.24
N5 0.87 -0.90 -2.98
C9 1.02 -2.17 -3.64
C10 2.37 -2.73 -3.21
C11 2.44 -2.64 -1.70
O5 2.97 -3.46 -0.98
O6 1.87 -1.55 -1.21
H13 -0.03 -0.68 -2.55
H14 1.51 -0.13 -3.16
H15 0.93 -2.06 -4.72
H16 0.21 -2.80 -3.29
H17 3.17 -2.10 -3.60
H18 2.54 -3.75 -3.55
C12 -4.34 0.95 1.43
C13 -5.05 -0.27 0.85
N6 -5.44 -0.10 -0.54
C14 -6.59 0.77 -0.83
C15 -6.18 2.10 -1.46
C16 -4.87 -0.74 -1.58
O7 -5.28 -0.65 -2.72
C17 -3.64 -1.57 -1.31
C18 -3.71 -2.95 -1.16
C19 -2.52 -3.65 -1.02
C20 -1.33 -2.95 -1.07
N7 -1.25 -1.63 -1.24
C21 -2.39 -0.97 -1.33
H19 -4.10 0.78 2.48
H20 -4.97 1.84 1.36
H21 -3.40 1.13 0.89
H22 -5.95 -0.47 1.43
H23 -4.41 -1.14 0.94
H24 -7.11 0.94 0.11
H25 -7.26 0.23 -1.50
H26 -5.49 2.64 -0.82
H27 -7.06 2.72 -1.61
H28 -5.71 1.93 -2.43
H29 -4.66 -3.46 -1.16
H30 -2.52 -4.72 -0.89
H31 -0.38 -3.48 -0.97
H32 -2.32 0.11 -1.44
N8 -2.47 4.03 -0.37
N9 -1.60 3.13 -0.94
N10 -1.24 3.20 -2.21
C22 -0.37 2.21 -2.28
N11 -0.23 1.57 -1.12
N12 -1.03 2.19 -0.26
H33 -2.98 4.47 -1.12
H34 -3.09 3.51 0.24
H35 0.16 1.97 -3.19
Cl1 4.64 -0.49 -1.95
C23 4.13 1.17 -2.26
C24 3.02 1.64 -1.58
C25 2.92 3.03 -1.57
Cl2 1.86 3.75 -0.37
C26 3.71 3.88 -2.34
Cl3 3.46 5.58 -2.32
C27 4.73 3.32 -3.12
Cl4 5.69 4.32 -4.11
C28 4.98 1.95 -3.03
Cl5 6.31 1.27 -3.87

Record 3
C52H36F16O16 | the ωB97M-V functional and the def2-TZVPD basis

The relative energy (zero: lowest compared OMol25 entry of this formula, charge and spin) comes out at 0.000 eV. As for the SMILES: FC(F)C(F)(F)COC(F)(F)C(F)F.FC(F)C(F)(F)COC(F)(F)C(F)F.O=C1C=CC(=O)C=C1.O=C1C=CC(=O)C=C1.O=C1C=CC(=O)C=C1.O=C1C=CC(=O)C=C1.O=C1C=CC(=O)C=C1.O=C1C=CC(=O)C=C1.O=C1C=CC(=O)C=C1. As for the strongest force on any atom: 3.987 eV/A. The calculation puts the total energy at -4804.5214 Eh. The gap between HOMO and LUMO is 8.24 eV. The value obtained for the LUMO energy is -2.0 eV.

Atoms and positions in Å:
C1 9.93 16.09 14.91
C2 9.59 14.62 15.17
C3 9.86 14.12 16.58
F1 9.60 12.83 16.74
F2 11.14 14.36 16.93
F3 8.28 14.41 14.90
F4 10.36 13.85 14.41
O1 9.11 16.94 15.66
C4 8.86 18.22 15.26
C5 8.05 19.00 16.30
F5 7.95 20.33 15.98
F6 6.83 18.40 16.27
F7 10.02 18.88 15.14
F8 8.29 18.38 13.99
H1 9.78 16.24 13.85
H2 10.96 16.26 15.26
H3 9.27 14.64 17.30
H4 8.43 18.86 17.27
C6 13.19 11.51 16.26
C7 14.36 11.29 17.18
C8 15.69 11.69 16.60
F9 15.76 13.03 16.26
F10 16.64 11.51 17.52
F11 14.01 12.00 18.26
F12 14.41 9.94 17.51
O2 13.51 10.83 15.07
C9 12.65 10.30 14.27
C10 13.40 9.44 13.14
F13 14.16 8.51 13.82
F14 12.51 8.66 12.40
F15 11.75 9.46 14.85
F16 11.89 11.29 13.59
H5 13.12 12.54 16.00
H6 12.32 10.96 16.64
H7 15.89 11.05 15.72
H8 14.07 10.01 12.51
C11 12.95 15.81 19.55
C12 11.80 16.50 19.65
C13 11.38 17.43 18.54
O3 10.36 18.06 18.60
C14 12.30 17.44 17.30
C15 13.45 16.75 17.20
C16 13.83 15.90 18.34
O4 14.84 15.24 18.26
H9 13.37 15.18 20.33
H10 11.11 16.47 20.53
H11 12.05 18.10 16.50
H12 14.07 16.62 16.36
C17 16.22 17.26 10.24
C18 16.34 16.25 11.08
C19 16.97 14.94 10.71
O5 17.10 14.00 11.45
C20 17.37 14.84 9.29
C21 17.17 15.84 8.41
C22 16.50 17.10 8.78
O6 16.18 17.97 7.99
H13 15.71 18.15 10.43
H14 16.00 16.38 12.06
H15 17.76 13.82 9.04
H16 17.45 15.79 7.36
C23 17.97 14.82 16.52
C24 17.50 15.93 16.00
C25 17.87 16.30 14.57
O7 17.46 17.26 13.93
C26 18.85 15.41 13.98
C27 19.44 14.38 14.56
C28 19.04 13.91 15.95
O8 19.54 12.98 16.54
H17 17.55 14.47 17.46
H18 16.78 16.56 16.48
H19 19.28 15.70 13.02
H20 20.28 14.01 14.00
C29 10.93 7.62 8.48
C30 11.51 8.73 7.91
C31 12.79 9.42 8.41
O9 13.14 10.44 7.92
C32 13.60 8.57 9.38
C33 13.02 7.51 9.91
C34 11.63 6.90 9.52
O10 11.16 5.88 10.03
H21 9.93 7.32 8.16
H22 11.01 9.30 7.11
H23 14.49 8.89 9.85
H24 13.61 6.93 10.70
C35 14.14 14.44 13.73
C36 14.55 13.37 13.00
C37 13.78 12.95 11.79
O11 14.04 11.94 11.16
C38 12.56 13.80 11.44
C39 12.29 14.84 12.16
C40 13.04 15.25 13.29
O12 12.77 16.30 13.87
H25 14.69 14.69 14.64
H26 15.37 12.75 13.33
H27 12.12 13.48 10.45
H28 11.51 15.57 11.85
C41 9.75 12.32 9.69
C42 10.06 11.15 10.23
C43 9.56 10.79 11.58
O13 9.64 9.68 12.05
C44 8.65 11.85 12.22
C45 8.32 12.99 11.66
C46 8.93 13.38 10.35
O14 8.68 14.39 9.75
H29 10.13 12.43 8.69
H30 10.62 10.39 9.66
H31 8.32 11.72 13.26
H32 7.71 13.71 12.14
C47 12.81 13.28 6.26
C48 13.36 13.37 7.47
C49 13.62 14.69 8.09
O15 14.17 14.84 9.19
C50 13.28 15.92 7.40
C51 12.72 15.87 6.23
C52 12.37 14.58 5.57
O16 11.73 14.65 4.55
H33 12.58 12.46 5.66
H34 13.59 12.51 8.14
H35 13.71 16.79 7.83
H36 12.41 16.73 5.65

Record 4
C3H11NO2 | the ωB97M-V functional and the def2-TZVPD basis

The relative energy (zero: lowest compared OMol25 entry of this formula, charge and spin) comes out at 6.794 eV. As for the strongest force on any atom: 3.174 eV/A. The calculation puts the total energy at -325.8818 Eh. The gap between HOMO and LUMO (spin up / spin down) is 7.30 / 7.39 eV. The value obtained for the LUMO energy (spin up / spin down) is -1.1 / -1.0 eV.

Atoms and positions in Å:
C1 -0.27 0.29 -1.44
C2 1.33 0.57 -0.32
N1 -1.21 1.22 -1.12
H1 -1.55 1.08 -0.14
H2 -0.99 2.18 -1.35
H3 0.20 0.40 -2.41
H4 -0.58 -0.72 -1.21
H5 1.55 1.44 -0.95
H6 1.03 0.96 0.65
H7 2.22 -0.04 -0.35
C3 0.30 -1.69 1.09
O1 -0.86 -1.38 1.62
O2 -1.28 0.38 1.38
H8 -1.96 0.37 2.08
H9 0.66 -0.83 0.26
H10 0.25 -2.59 0.46
H11 1.16 -1.64 1.77